Entry 1:
# C6H10O

The molecule C6H10O (ωB97M-V with the def2-TZVPD basis set, the OMol25 dataset).

Computed properties:
SMILES: C[C@H]1C[C@H]1CC=O
Highest occupied orbital energy in Ha: -0.3553

Each line ends with the natural charge from an NBO analysis.
Positions of all 17 atoms, in Å:
C  1.633  -1.222  -0.477  -0.61
C  0.445  -1.233  0.461  -0.22
C  0.216  -0.087  1.408  -0.41
C  -0.745  -0.321  0.280  -0.23
C  -0.845  0.674  -0.849  -0.52
C  -1.444  1.997  -0.435  0.45
O  -1.965  2.218  0.631  -0.52
H  2.516  -1.630  0.026  0.22
H  1.891  -0.209  -0.802  0.20
H  1.450  -1.824  -1.375  0.21
H  0.202  -2.223  0.844  0.21
H  -0.129  -0.278  2.420  0.22
H  0.888  0.766  1.324  0.21
H  -1.703  -0.743  0.575  0.22
H  -1.468  0.284  -1.668  0.24
H  0.131  0.884  -1.306  0.23
H  -1.378  2.796  -1.207  0.10

---

Entry 2:
# C4H7NO

The molecule C4H7NO (ωB97M-V with the def2-TZVPD basis set, the OMol25 dataset).

Computed properties:
SMILES: O[C@H]1C[C@H]2N[C@@H]12
Highest occupied orbital energy in Ha: -0.3456

Each line ends with the natural charge from an NBO analysis.
Positions of all 13 atoms, in Å:
O  2.019  0.661  0.222  -0.70
C  0.905  0.243  -0.495  0.12
C  0.248  -1.133  -0.139  -0.44
C  -1.030  -0.371  -0.041  -0.09
N  -0.787  0.632  1.122  -0.68
C  -0.457  0.952  -0.249  -0.11
H  1.708  0.785  1.131  0.48
H  1.157  0.267  -1.559  0.18
H  0.568  -1.551  0.820  0.22
H  0.266  -1.890  -0.920  0.21
H  -2.041  -0.584  -0.392  0.21
H  -1.699  0.214  1.331  0.40
H  -0.858  1.777  -0.832  0.20

---

Entry 3:
# C8H10

A structure of composition C8H10 (ωB97M-V with the def2-TZVPD basis set, the OMol25 dataset).

Computed properties:
Highest occupied orbital energy in Ha: -0.3321

Each line ends with the natural charge from an NBO analysis.
Positions of all 18 atoms, in Å:
C  2.694  -0.107  -0.053  -0.38
C  1.622  0.671  0.066  -0.16
C  0.196  0.192  0.057  -0.15
C  -0.533  -0.594  1.097  -0.36
C  -1.605  -0.683  -0.003  -0.26
C  -0.411  -0.791  -0.955  -0.36
C  -1.969  0.787  -0.163  -0.20
C  -0.809  1.387  -0.102  -0.18
H  3.644  0.315  -0.266  0.20
H  2.636  -1.185  -0.094  0.19
H  1.683  1.743  0.184  0.19
H  -0.768  -0.095  2.042  0.21
H  -0.029  -1.533  1.219  0.20
H  -2.392  -1.463  0.073  0.21
H  0.009  -1.825  -0.952  0.21
H  -0.556  -0.386  -2.029  0.21
H  -2.990  1.161  -0.148  0.22
H  -0.422  2.406  0.028  0.22

---

Entry 4:
# C4H5AuO6

A structure of composition C4H5AuO6 (ωB97M-V with the def2-TZVPD basis set, the OMol25 dataset).

Computed properties:
Spin multiplicity: 4
Expectation value of S²: 3.762
Total charge: +1
Highest occupied orbital energy (alpha / beta) in Ha: -0.3901 / -0.5556

Each line ends with the natural charge from an NBO analysis.
Positions of all 16 atoms, in Å:
O  2.007  1.212  -0.608  -0.63
C  1.158  1.730  0.160  0.89
O  1.444  2.724  0.878  -0.56
O  -0.106  1.305  0.209  -0.31
Au  3.049  2.561  -0.062  0.62
C  -0.576  0.474  -1.593  -0.50
C  -0.866  -0.029  -0.220  0.38
H  -1.177  1.345  -1.875  0.31
H  0.355  0.097  -2.025  0.32
H  -1.846  0.123  0.235  0.29
O  -0.109  -1.160  0.160  -0.47
C  -0.548  -1.866  1.199  0.97
O  -1.517  -1.621  1.873  -0.58
O  0.257  -2.905  1.357  -0.63
H  -0.121  -3.512  2.007  0.53
H  -1.405  -0.478  -1.696  0.37

---

Entry 5:
# C2H3NOS2

The molecule C2H3NOS2 (ωB97M-V with the def2-TZVPD basis set, the OMol25 dataset).

Computed properties:
SMILES: O/N=C\C(=S)S
Highest occupied orbital energy in Ha: -0.3314

Each line ends with the natural charge from an NBO analysis.
Positions of all 9 atoms, in Å:
C  0.490  0.740  0.435  -0.03
C  0.267  -0.707  0.972  -0.38
H  -0.016  0.058  -2.717  0.51
H  0.790  1.611  1.351  0.29
H  -1.477  -0.367  -0.393  0.22
N  0.334  0.948  -0.900  -0.16
O  -0.232  -0.102  -1.787  -0.61
S  -1.515  -0.808  1.101  0.03
S  1.358  -1.374  1.938  0.13

---

Calculated total energy / Eh: -309.81616 -286.48181 -310.71292 -741.88159 -1004.19638
Energy above the lowest of the compared OMol25 structures with the same formula, charge and spin / kcal per mole: 16.4 94.0 77.0 0.0 120.0